Record 1
CH3BrO3S | ωB97M-V with the def2-TZVPD basis set

relative energy (zero: lowest compared OMol25 entry of this formula, charge and spin)	64.1	kcal/mol
orbital gap (alpha / beta)	9.172 / 5.832	eV
electronic energy	-88101.9886	eV
HOMO level (alpha / beta)	-11.405 / -9.945	eV
E_LUMO (alpha / beta)	-2.23 / -4.11	eV

Structure (XYZ):
```
9
Properties=species:S:1:pos:R:3:nbo_charge:R:1
H -1.119 -0.283 -1.179 0.180
O -0.785 1.675 2.100 -0.836
H -0.718 -1.897 -0.609 0.205
O 1.487 0.680 1.696 -0.842
Br 1.398 0.936 -2.543 0.001
O -0.583 -0.366 0.732 -0.681
S 0.154 0.995 1.281 2.049
H 0.591 -0.881 -0.957 0.187
C -0.424 -0.860 -0.520 -0.262
```

---

Record 2
C16H20Cl2DyN2O7S | ωB97M-V with the def2-TZVPD basis set

total charge	+1
multiplicity	6
relative energy (zero: lowest compared OMol25 entry of this formula, charge and spin)	1.7	kcal/mol
orbital gap (alpha / beta)	7.889 / 7.890	eV
electronic energy	-94191.9481	eV
HOMO level (alpha / beta)	-11.253 / -11.253	eV
E_LUMO (alpha / beta)	-3.36 / -3.36	eV

Structure (XYZ):
```
49
Properties=species:S:1:pos:R:3:mulliken_spin:R:1
H 0.609 1.648 -3.819 0.000
Cl -4.101 -2.120 4.179 0.000
O 3.233 -1.514 -0.527 0.010
N 0.756 3.686 -0.501 -0.001
H -1.393 0.015 -4.122 0.000
N -0.289 2.643 -2.233 -0.002
O 3.125 -1.817 3.029 0.000
C -0.393 1.797 -3.429 0.001
H -2.005 3.619 -0.042 0.000
H -2.155 -3.401 -0.390 0.001
C 2.740 -2.350 -1.334 0.011
H -0.415 -0.248 -2.713 0.012
H 3.585 -4.213 -0.574 0.000
H -1.055 3.276 -2.066 0.000
H -1.952 0.574 -2.534 0.000
C -1.082 0.465 -3.180 -0.008
O 1.573 -1.200 1.556 0.011
H -3.276 -3.123 1.635 0.000
Cl -0.557 1.650 2.702 0.000
O 1.757 -3.663 0.302 0.000
H 1.484 3.622 0.191 0.000
H -0.950 2.374 -4.165 0.000
H 3.422 -3.813 1.552 0.000
C -1.465 4.476 0.370 0.000
C -0.206 4.788 -0.426 0.000
C 0.743 2.702 -1.397 0.002
H 0.325 5.632 0.009 0.000
C -1.251 -0.410 1.056 0.017
O -0.536 0.152 0.114 0.025
C -1.541 -2.504 -0.244 0.002
C -2.999 -1.507 2.987 0.001
H 2.109 -4.393 -1.568 0.001
C -2.782 -2.176 1.822 0.000
C -1.883 -1.657 0.872 0.002
H -2.132 5.340 0.363 0.000
C 2.325 -2.045 2.015 0.000
H -2.439 0.183 4.192 0.000
O -0.582 -2.335 -1.005 0.002
H 3.020 -0.887 3.305 0.000
C -1.439 0.206 2.314 -0.002
O 2.014 -1.964 -2.298 0.015
C 2.624 -3.778 -0.843 -0.001
C -2.300 -0.319 3.243 0.000
C 2.385 -3.480 1.545 0.000
H -1.222 4.240 1.405 0.000
S 2.079 1.608 -1.478 0.002
H 1.841 -4.061 2.290 0.000
H -0.448 5.088 -1.447 0.000
Dy 1.099 -0.806 -0.713 4.900
```

---

Record 3
C39H51CsN4O2P2S | ωB97M-V with the def2-TZVPD basis set

relative energy (zero: lowest compared OMol25 entry of this formula, charge and spin)	53.1	kcal/mol
orbital gap	4.751	eV
electronic energy	-81282.3998	eV
HOMO level	-5.901	eV
E_LUMO	-1.15	eV

Structure (XYZ):
```
100
Properties=species:S:1:pos:R:3:lowdin_charge:R:1
C 3.759 0.785 -1.343 -0.121
C -2.804 -4.320 -0.525 -0.554
H 2.972 -4.468 -1.175 0.062
C -0.891 6.282 1.201 -0.514
C 2.454 -1.946 0.291 -0.443
C -0.498 -1.697 3.090 -0.043
H -3.047 -4.330 -1.593 0.100
H -1.104 8.488 6.388 0.106
C -1.102 2.488 -2.746 -0.279
H -1.915 5.592 2.968 0.109
H -1.974 -2.746 -2.828 0.087
C -1.346 -4.718 -0.339 -0.110
H -1.511 3.202 2.428 0.102
P 2.010 -1.406 -1.465 1.062
H -3.537 -5.313 1.261 0.071
C -2.291 -2.324 1.568 -0.300
C 1.663 -2.658 -3.857 -0.108
H 5.314 -1.537 -1.778 0.062
H 1.116 2.397 -2.559 0.055
H 4.588 -2.305 -0.082 0.098
H 2.687 -4.956 -2.843 0.082
C 1.534 -3.600 2.002 -0.017
Cs -0.370 0.676 -0.082 1.125
H 4.567 -1.951 -3.322 0.055
H -1.009 -1.315 5.131 0.111
H 0.695 -4.009 2.548 0.117
C -1.370 -1.628 4.159 -0.066
H 4.388 1.459 -1.928 0.084
C -4.029 -1.021 -2.073 -0.128
H 2.943 -0.100 -3.091 0.089
C -2.701 -1.956 3.969 -0.083
H 0.450 4.164 -1.055 0.099
C -1.371 5.316 2.075 -0.064
H -1.449 -1.065 -2.984 0.052
C -3.716 -5.327 0.182 -0.144
H -1.099 -4.764 0.725 0.071
O -2.965 1.057 1.509 -0.132
C 1.891 -3.016 -2.383 -0.538
C -1.141 3.985 1.775 -0.136
H 5.377 -0.406 -3.116 0.083
N 0.794 8.316 5.623 0.060
C -0.395 8.134 3.111 -0.530
C -0.054 4.514 -0.161 -0.142
S -1.159 8.021 1.499 0.993
H -2.422 -0.542 -0.761 -0.043
H 2.600 8.140 4.659 0.106
H -3.713 1.133 0.905 0.055
C -0.913 -2.102 1.811 -0.307
C 0.126 1.021 -3.994 -0.207
C -1.228 0.872 -4.350 -0.211
C 3.744 -2.638 0.504 -0.096
H -1.362 3.304 -2.085 0.051
H -3.775 -0.270 -2.822 0.063
C 2.942 -4.108 -2.202 -0.093
H -0.665 -4.017 -0.813 0.030
C 0.986 8.089 3.245 -0.075
C 2.772 -4.081 2.185 -0.036
C -1.983 1.786 -3.591 -0.195
H 0.878 -1.908 -3.969 0.058
H -3.405 -1.928 4.789 0.106
H -4.794 -0.620 -1.406 0.062
C 1.525 8.177 4.518 -0.140
C 1.255 -2.562 1.015 -0.301
C 4.742 -1.142 -2.617 -0.103
O 3.235 -0.553 2.039 0.066
H -1.619 0.195 -5.099 0.080
H 4.873 -4.055 1.566 0.111
H -0.741 -2.090 -1.744 0.007
H 2.571 -2.266 -4.320 0.071
C 3.445 -0.460 -2.184 -0.536
H 4.324 0.522 -0.445 0.068
H 1.371 -3.553 -4.411 0.084
P -3.307 -2.610 0.033 1.115
H 0.152 6.599 -0.654 0.109
H 0.944 -3.421 -2.009 0.069
C -1.668 -1.859 -2.266 -0.131
H -2.247 8.336 4.183 0.104
C -0.525 8.372 5.478 -0.143
C -0.224 5.876 0.056 -0.064
H 2.932 -4.880 2.899 0.111
H 1.623 7.984 2.378 0.110
H 0.542 -1.427 3.229 0.114
N 0.086 -2.060 0.805 0.013
H -4.768 -5.102 0.013 0.064
H -4.462 -1.886 -2.584 0.077
H 2.881 1.361 -1.032 0.054
H -3.049 1.954 -3.673 0.074
C 0.197 2.012 -2.995 -0.305
C -3.131 -2.280 2.692 -0.142
H -1.170 -5.712 -0.760 0.085
H 3.943 -3.779 -2.475 0.063
C -2.764 -1.421 -1.308 -0.593
N 2.465 -0.559 1.155 0.010
C -1.169 8.285 4.249 -0.088
C 3.904 -3.595 1.418 -0.067
H -3.089 0.216 1.970 0.018
H -3.513 -6.340 -0.173 0.074
H 0.963 0.499 -4.441 0.063
N -0.483 3.585 0.687 -0.036
H -4.184 -2.483 2.532 0.087
```

---

Record 4
C34H31AsN5O7P2Rh | ωB97M-V with the def2-TZVPD basis set

multiplicity	5
orbital gap (alpha / beta)	7.018 / 5.031	eV
electronic energy	-139972.0832	eV
HOMO level (alpha / beta)	-7.207 / -8.648	eV
E_LUMO (alpha / beta)	-0.19 / -3.62	eV

Structure (XYZ):
```
81
Properties=species:S:1:pos:R:3:mulliken_spin:R:1
C 1.289 -1.398 -2.792 0.016
C 0.531 2.565 -1.183 0.051
C 0.265 0.612 -3.609 0.024
H 0.317 -2.819 3.150 0.012
H -0.864 6.121 -1.747 0.000
C 3.947 0.077 -1.313 0.010
C -2.855 -2.150 2.781 -0.004
H 0.856 2.469 1.456 0.001
Rh -0.261 -0.845 0.937 1.504
C -4.879 2.441 0.428 -0.079
C 0.623 4.688 -2.310 0.000
H -1.026 2.360 0.270 -0.016
P 2.503 -1.268 1.841 0.030
N -2.239 -0.094 0.259 0.475
N -0.540 -4.620 4.968 0.001
H -1.909 1.197 2.557 0.022
H -1.992 -4.377 -3.376 0.004
C 0.873 -0.087 -2.571 -0.015
C -1.071 4.293 -0.655 -0.023
C -0.757 -2.901 3.294 -0.022
H -5.205 3.868 2.003 0.009
C -3.532 2.583 2.407 -0.084
H 5.998 -0.445 -1.598 0.000
C -0.563 3.021 -0.456 0.036
H -3.157 -2.260 -2.863 -0.003
O 2.449 0.347 1.993 0.004
H -0.127 -5.141 -1.951 0.003
P 1.322 1.010 2.984 -0.003
H -1.925 4.623 -0.082 0.002
O 1.746 -1.609 0.560 0.091
As 1.134 0.718 -0.797 0.124
C -2.334 -2.600 -2.257 0.146
N -2.665 -0.754 -0.786 0.376
C -3.011 0.929 0.726 0.040
H -4.313 0.918 -0.976 0.015
H 6.856 1.633 -0.581 0.001
H 1.988 3.067 -2.678 0.002
H -0.957 -5.129 5.728 0.000
H 0.459 -4.507 4.954 0.000
N -2.620 -3.737 4.531 -0.003
O 1.716 1.051 4.383 0.004
H -4.428 -2.935 4.027 0.001
C -1.675 -3.775 -2.537 -0.019
C -4.601 3.045 1.648 0.213
O 0.007 0.312 2.630 0.044
C -0.625 -4.208 -1.734 0.244
C 3.543 2.193 -0.247 0.005
H 0.599 -3.777 -0.029 0.005
O 4.039 -1.468 1.452 0.000
C 5.791 1.471 -0.663 0.009
C -2.740 1.547 1.961 0.137
H 3.580 -0.845 -1.746 -0.001
C -0.831 -2.234 -0.363 0.230
O 1.256 2.473 2.332 0.001
H -0.109 1.613 -3.435 0.001
N -1.539 -2.149 2.555 0.089
C 3.056 1.020 -0.818 0.017
H -0.305 0.604 -5.667 0.000
C 1.130 3.415 -2.111 0.002
C -1.966 -1.828 -1.143 0.128
H -3.315 3.044 3.360 0.000
C -4.108 1.398 -0.031 0.222
C -3.374 -2.938 3.795 0.001
H 5.272 3.333 0.269 0.000
C 5.309 0.302 -1.229 -0.005
H 1.089 5.341 -3.034 0.000
H 4.538 -1.572 2.261 0.001
H 1.696 -1.966 -1.963 0.006
C 0.144 0.039 -4.863 0.001
C 1.159 -1.972 -4.045 -0.004
H -5.701 2.800 -0.174 0.000
H 2.857 2.928 0.166 0.002
H -3.473 -1.513 2.168 0.004
C -1.311 -3.747 4.290 0.003
O 2.137 -1.989 3.071 0.003
H 1.493 -2.987 -4.208 0.002
C -0.224 -3.440 -0.646 -0.094
H 0.525 -1.687 -6.070 0.000
C 4.905 2.421 -0.179 -0.004
C -0.476 5.126 -1.585 0.001
C 0.605 -1.247 -5.088 0.004
```

---

Record 5
CH3NO2P | ωB97M-V with the def2-TZVPD basis set

total charge	-1
relative energy (zero: lowest compared OMol25 entry of this formula, charge and spin)	18.3	kcal/mol
orbital gap	9.053	eV
electronic energy	-15960.1083	eV
HOMO level	-4.431	eV
E_LUMO	4.62	eV

Structure (XYZ):
```
8
Properties=species:S:1:pos:R:3:nbo_charge:R:1
O 2.281 1.415 0.100 -1.149
N -0.171 -0.303 -0.405 -0.728
P 2.860 0.083 0.445 1.344
H -0.886 0.241 -0.860 0.387
C -0.655 -0.705 0.719 -0.191
H 0.101 -1.177 1.259 0.083
O 3.011 -0.781 -0.812 -1.163
H 0.816 -0.405 -0.615 0.417
```